--- a ---
C11H18 | ωB97M-V with the def2-TZVPD basis set

Properties
E_HOMO   -9.08 eV
SMILES string   Cc1ccccc1.CC(C)C
HOMO-LUMO gap   10.04 eV

Structure (XYZ):
```
29
Properties=species:S:1:pos:R:3:lowdin_charge:R:1
C 2.4863 -0.6340 0.1014 -0.124
C -2.3772 1.2866 0.3017 -0.106
C 1.7927 1.7008 0.3332 -0.091
C -1.8032 -0.9707 -1.2861 -0.287
C -1.2182 -2.1273 -2.0231 -0.064
C -1.6060 1.3667 -0.8513 -0.134
C 1.9640 0.2257 2.3995 -0.074
C -2.6081 -1.0676 -0.1710 -0.051
C -1.3725 0.3194 -1.7113 -0.046
C 1.5312 0.2793 0.8888 -0.424
C -3.0067 0.0920 0.5381 -0.087
H -1.8741 -3.0018 -1.9787 0.074
H -3.7576 -0.0189 1.3216 0.103
H 2.2697 -1.6532 0.4533 0.069
H -3.0177 -2.0110 0.1855 0.110
H 0.4871 0.0315 0.6950 0.106
H 1.1784 0.3320 3.1585 0.071
H -1.0688 2.3177 -1.0498 0.107
H 2.7467 1.0065 2.5063 0.078
H 2.4669 -0.6586 -0.9943 0.067
H 0.8259 2.0413 -0.0421 0.035
H -1.1436 -2.0132 -3.0990 0.075
H 2.5499 1.9152 -0.4234 0.079
H -0.2641 -2.4585 -1.5816 0.086
H 1.9199 2.3766 1.1832 0.064
H 2.4122 -0.7537 2.5779 0.059
H -0.7598 0.4458 -2.5909 0.111
H -2.3394 2.1232 0.9926 0.106
H 3.5862 -0.4920 0.1660 0.086
```



--- b ---
C11H18 | ωB97M-V with the def2-TZVPD basis set

Properties
E_HOMO   -8.94 eV
SMILES string   Cc1ccccc1.CC(C)C
HOMO-LUMO gap   9.87 eV

Structure (XYZ):
```
29
Properties=species:S:1:pos:R:3:lowdin_charge:R:1
C -2.6392 -2.2736 0.7196 -0.059
C 1.1851 -1.9203 0.3323 -0.114
C 0.5395 1.9979 0.4561 -0.481
C -0.1445 1.7144 -0.9156 -0.092
C 2.0343 2.0936 0.2957 -0.117
C -1.2225 -2.1909 0.1151 -0.239
C -1.0180 -2.2336 -1.2925 -0.079
C 1.3929 -1.9012 -1.0741 -0.081
C -0.0650 3.2702 1.1041 -0.104
C 0.2288 -2.1909 -1.8581 -0.107
C -0.0483 -2.0988 0.9119 -0.074
H -1.0591 3.0395 1.4219 0.050
H 2.0658 -1.7157 0.9516 0.105
H -2.9133 -1.4817 1.4136 0.066
H 0.4863 -2.2802 -2.9600 0.120
H 0.5331 3.8438 1.9004 0.096
H -1.2790 1.6699 -0.7799 0.099
H -1.8745 -2.2646 -1.9564 0.105
H 2.4598 2.8219 -0.3402 0.056
H -3.5140 -2.4691 0.0748 0.073
H 0.0670 2.4295 -1.6766 0.059
H 2.6519 2.3553 1.2699 0.119
H 2.3713 -1.7243 -1.4541 0.085
H 2.3043 1.1733 -0.1165 0.032
H 0.1798 0.7218 -1.2523 0.051
H -0.1314 -2.1473 1.9854 0.106
H -2.6456 -3.2347 1.3270 0.092
H 0.2631 0.9809 1.0942 0.164
H -0.2088 4.0150 0.3027 0.071
```



--- c ---
C11H18 | ωB97M-V with the def2-TZVPD basis set

Properties
E_HOMO   -8.18 eV
SMILES string   CC(C)=C1C(=C(C)C)C1(C)C
HOMO-LUMO gap   9.01 eV

Structure (XYZ):
```
29
Properties=species:S:1:pos:R:3:lowdin_charge:R:1
C -1.7222 -2.1777 0.1379 -0.022
C 0.8032 0.0235 0.2505 -0.015
C 1.8407 -2.2377 -0.0847 -0.082
C -0.0467 2.3507 1.2600 -0.080
C 0.0343 1.3260 0.1727 -0.470
C 1.8539 -0.7655 0.0233 -0.360
C -1.8415 -0.6656 -0.0208 -0.369
C -3.2211 -0.1475 -0.1934 -0.074
C -0.8156 0.0895 0.1545 -0.046
C 0.0880 2.1595 -1.1302 -0.041
C 3.1300 -0.0375 -0.1310 -0.059
H 1.1097 -2.6546 -0.8242 0.078
H -3.9775 -0.9426 -0.5816 0.098
H 2.9834 0.4186 -1.1353 0.099
H 0.1673 1.3467 -1.9076 0.103
H 3.9811 -0.8070 0.0124 0.107
H -0.8585 3.1728 1.1066 0.105
H 2.8273 -2.7906 -0.2922 0.097
H 0.9133 2.9431 1.3872 0.088
H -3.6569 0.3174 0.7600 0.098
H 1.5009 -2.6285 0.9305 0.107
H -0.7539 2.7609 -1.1683 0.040
H -0.6347 -2.2993 -0.0629 0.053
H -2.4241 -2.5496 -0.5950 0.069
H -0.2853 1.8284 2.2858 0.111
H 3.1012 0.7178 0.6203 0.067
H 1.0361 2.8209 -1.1555 0.110
H -2.0704 -2.2714 1.1511 0.085
H -3.0622 0.6991 -0.9701 0.104
```



Preferred: a; penalty for the next structure: 0.0058 hartree.